(i)
Density functional theory data (ωB97M-V/def2-TZVPD) for CH2N2O3S as an isolated structure.

Summary:
- Frontier orbital gap: 0.3789 hartree
- Total charge: 0

Atoms and positions in Å:
C 0.815 -0.125 1.039
N 0.492 -1.273 0.694
N 0.685 0.975 0.148
O -1.924 -0.049 -0.334
O -0.848 -1.317 -2.157
O 0.379 0.558 -1.103
S -0.710 -0.565 -0.934
H 1.080 0.245 2.000
H 0.032 1.553 0.648

---

(ii)
Density functional theory data (ωB97M-V/def2-TZVPD) for a 2-piece molecular cluster, CH2N2O3S overall.

Summary:
- Frontier orbital gap: 0.3791 hartree
- Total charge: 0

Atoms and positions in Å:
O 0.505 -1.483 -0.155
S -0.782 -1.171 -0.646
O -0.940 -0.566 -1.891
O -1.939 -1.876 -0.179
N 1.765 0.889 0.387
C 0.590 0.981 0.620
N -0.623 1.014 0.572
H 2.593 0.297 0.656
H -1.169 1.916 0.637

---

Which of them is most stable? Easy: (ii).

---

(i)
Density functional theory data (ωB97M-V/def2-TZVPD) for a 2-piece molecular cluster, CH2N2O3S overall.

Summary:
- Frontier orbital gap: 0.3936 hartree
- Total charge: 0

Atoms and positions in Å:
N -2.019 -0.128 0.252
S -0.844 -1.048 0.123
O 0.062 -1.200 1.199
O -0.950 -1.806 -1.086
H -1.973 0.753 0.730
N 1.296 0.285 -0.766
C 1.356 1.089 0.122
O 1.122 1.874 0.933
H 1.949 0.183 -1.508

---

(ii)
Density functional theory data (ωB97M-V/def2-TZVPD) for a 2-piece molecular cluster, CH2N2O3S overall.

Summary:
- Frontier orbital gap (alpha / beta): 0.2938 / 0.3033 hartree
- Total charge: 0

Atoms and positions in Å:
C -1.337 0.874 0.322
N -0.529 -0.088 -0.280
N 1.728 0.181 0.016
O -2.408 0.662 0.775
O 2.115 1.248 -0.137
O 2.042 -0.940 0.016
S -0.435 -1.664 0.072
H -0.843 2.014 0.464
H -0.333 -2.286 -1.249

---

(iii)
Density functional theory data (ωB97M-V/def2-TZVPD) for one molecule with the formula CH2N2O3S.

Summary:
- Frontier orbital gap: 0.3369 hartree
- Total charge: 0

Atoms and positions in Å:
C 1.739 0.262 -0.222
N 0.406 -0.216 -0.292
N -0.291 -0.875 0.424
O 2.159 0.961 0.623
O -0.038 -1.802 1.119
O -1.867 -0.449 0.389
S -2.346 1.026 0.182
H 2.274 0.033 -1.127
H -2.037 1.060 -1.096

---

Which of them is most stable? Easy: (i).

---

(i)
Density functional theory data (ωB97M-V/def2-TZVPD) for C2H3NS3 as an isolated structure.

Summary:
- Frontier orbital gap (alpha / beta): 0.2633 / 0.2479 hartree
- Total charge: 0

Atoms and positions in Å:
C 1.001 -0.094 -0.134
C 0.535 0.882 0.662
N 0.219 -0.737 -0.964
S -1.128 1.490 0.552
S -2.335 -1.484 1.064
S -2.276 -0.015 -0.232
H 2.138 -0.439 -0.193
H 1.236 1.051 1.423
H 0.610 -0.654 -2.179

---

(ii)
Density functional theory data (ωB97M-V/def2-TZVPD) for one molecule with the formula C2H3NS3.

Summary:
- Frontier orbital gap (alpha / beta): 0.2526 / 0.2526 hartree
- Total charge: 0

Atoms and positions in Å:
C -0.954 0.050 -0.090
C -0.143 -0.966 -0.687
S 1.459 -1.500 -0.282
S 2.661 0.121 -0.298
S 1.042 1.097 1.303
N -0.611 1.059 0.755
H -1.952 0.084 -0.399
H -0.571 -1.918 -1.135
H -0.931 1.974 0.833

---

(iii)
Density functional theory data (ωB97M-V/def2-TZVPD) for one molecule with the formula C2H3NS3.

Summary:
- Frontier orbital gap: 0.2886 hartree
- Total charge: 0

Atoms and positions in Å:
S -2.927 -0.939 -0.077
C -1.879 0.416 -0.023
N -0.491 0.259 0.521
S 0.962 1.219 -0.114
C 1.980 -0.213 0.034
S 1.717 -1.848 -0.037
H -2.110 1.460 -0.381
H -0.107 -0.691 0.238
H 2.856 0.337 -0.162

---

Which of them is most stable? Easy: (ii).

---

(i)
Density functional theory data (ωB97M-V/def2-TZVPD) for one molecule with the formula C2H3NS3.

Summary:
- Frontier orbital gap: 0.2972 hartree
- Total charge: 0

Atoms and positions in Å:
S 0.123 -3.166 -1.958
C 0.034 -1.678 -1.342
N 0.392 -1.446 0.376
S 1.195 0.074 0.449
C -0.227 0.720 -0.248
S -0.523 -0.202 -1.909
H 0.976 -2.192 0.821
H -0.051 1.762 -0.447
H -1.162 0.794 0.425

---

(ii)
Density functional theory data (ωB97M-V/def2-TZVPD) for one molecule with the formula C2H3NS3.

Summary:
- Frontier orbital gap: 0.2738 hartree
- Total charge: 0

Atoms and positions in Å:
S 0.758 3.217 -0.026
C 0.682 1.670 -0.629
C 0.326 0.425 -0.017
N 0.097 -0.588 -0.842
S -0.352 -2.106 -0.642
S -0.830 -2.627 1.272
H 1.167 1.410 -1.570
H 0.018 0.270 1.115
H -1.865 -1.671 1.340

---

Which of them is most stable? Easy: (ii).